Computed, not measured: a cluster of 10 separate species, C81H180F2N10O4S2 in total at a distorted geometry, with ωB97M-V/def2-TZVPD.

Summary:
ΔE to the lowest compared entry with this formula, charge and spin ... 704.55 kJ/mol
HOMO level ... -22.82 eV
Total charge ... +8
Frontier orbital gap ... 0.3530 Ha

Geometry as XYZ:
```
279
Properties=species:S:1:pos:R:3:forces:R:3
C -6.702978 3.872206 6.167969 0.83 -0.71 -0.26
C -6.591258 3.748485 4.626562 0.53 0.58 -0.23
C -5.128509 3.384922 4.103537 -1.46 0.67 -0.26
N -4.905630 3.701766 2.597230 2.35 -0.45 -1.14
C -5.904205 2.896628 1.750008 -0.19 1.22 0.45
C -5.687039 1.412590 1.652420 0.56 0.07 -0.42
C -4.291022 1.101897 1.022765 -1.15 1.34 1.27
C -3.258374 1.751149 1.981088 0.38 -0.27 -0.81
C -3.414849 3.271662 2.190737 -1.36 -0.46 -0.02
C -4.926344 5.177935 2.213459 -1.33 -0.24 1.09
H -6.755365 2.887491 6.632383 0.03 -0.04 0.02
H -7.553992 4.436109 6.549916 -0.03 0.05 -0.53
H -5.793114 4.350553 6.530505 -0.07 0.14 0.21
H -6.847560 4.731910 4.232487 0.12 0.14 -0.14
H -7.357210 3.091529 4.214468 0.19 -0.30 0.13
H -4.922567 2.317386 4.181411 0.05 0.11 0.15
H -4.379689 3.966537 4.641217 -0.03 -0.05 0.00
H -6.865370 3.190514 2.171784 -0.07 -0.34 -0.02
H -5.938543 3.253887 0.720792 0.51 0.55 0.06
H -5.786647 0.912300 2.615693 -0.09 -0.12 -0.03
H -6.526859 1.142295 1.012309 0.03 -0.60 0.01
H -4.210397 0.026256 0.865891 0.53 0.10 0.15
H -4.169053 1.623514 0.073476 -0.26 -0.17 -0.32
H -3.212173 1.185280 2.911550 -0.03 0.19 0.21
H -2.300389 1.617650 1.478545 0.31 0.05 0.33
H -2.677300 3.695519 2.872262 -0.48 -0.25 0.74
H -3.176198 3.860453 1.305035 -0.47 -0.43 -0.48
H -4.796925 5.347670 1.144563 0.16 -0.49 0.09
H -4.187744 5.730499 2.794172 0.06 -0.21 -0.03
H -5.914275 5.552156 2.481872 0.07 0.16 -0.03
C 1.732010 1.629201 9.808557 0.24 -0.79 0.88
C 1.407678 1.914045 8.377196 -0.41 1.26 -1.10
C 0.875388 0.690353 7.599088 -0.10 1.48 -0.17
N 0.747199 0.914814 6.020266 0.10 0.11 0.47
C 2.216834 1.023252 5.456282 -1.64 -0.43 -1.20
C 2.164500 0.934461 3.895711 -0.32 -1.08 0.82
C 1.404256 -0.344926 3.380435 0.09 1.65 -0.10
C -0.012939 -0.409082 3.901586 0.85 1.03 1.49
C 0.020216 -0.293548 5.448923 0.44 -0.73 0.06
C -0.137638 2.142861 5.705760 1.06 -0.52 1.35
H 2.232104 2.453984 10.316242 -0.16 0.16 -0.27
H 2.416639 0.786103 9.901142 0.01 -0.14 0.04
H 0.832329 1.400967 10.380044 0.02 -0.07 0.05
H 2.234585 2.446385 7.907163 0.47 -0.61 -0.25
H 0.668769 2.715339 8.370568 -0.49 -0.11 -0.01
H -0.138151 0.519343 7.961856 -0.05 -0.31 -0.20
H 1.515372 -0.160057 7.834308 -0.07 -0.20 -0.66
H 2.733633 0.142243 5.836854 -0.02 0.11 0.20
H 2.664103 1.934189 5.854100 -0.16 -0.12 -0.11
H 3.183499 0.843892 3.519466 0.05 0.34 0.10
H 1.695797 1.811790 3.449957 0.12 0.12 0.06
H 1.970607 -1.253061 3.586905 0.05 0.01 -0.20
H 1.222154 -0.113872 2.330888 0.82 -0.74 -0.34
H -0.484509 -1.319866 3.532555 -0.32 0.17 0.30
H -0.481039 0.486475 3.492962 -0.60 -0.31 -0.15
H 0.576225 -1.135356 5.861602 0.01 -0.24 -0.07
H -0.963453 -0.328935 5.917158 -0.04 0.29 -0.04
H 0.372553 3.012933 6.119015 0.19 0.13 -0.69
H -1.026827 2.086389 6.333663 -0.16 -0.44 -0.22
H -0.384616 2.166852 4.644384 0.27 0.20 0.29
C -9.797295 0.174263 -0.764500 -0.49 0.40 -0.11
C -9.072719 -0.485362 -1.948405 0.17 -0.38 1.16
C -8.063433 -1.539490 -1.363499 -1.64 1.21 -1.98
N -7.252543 -2.219778 -2.499181 2.29 -1.28 1.81
C -6.126981 -1.316116 -3.100809 0.51 0.34 1.27
C -4.869779 -0.949003 -2.133914 -1.99 -1.23 0.65
C -4.410854 -2.189767 -1.336683 0.04 -0.76 -0.45
C -5.492625 -3.082438 -0.731489 -1.20 0.42 -0.97
C -6.560614 -3.495432 -1.792286 0.45 1.37 -0.48
C -8.058563 -2.744880 -3.696275 0.06 1.35 1.60
H -10.409152 -0.499564 -0.164751 0.56 -0.44 0.20
H -10.574759 0.884888 -1.044974 0.26 0.17 -0.63
H -9.102394 0.754381 -0.157322 0.06 -0.20 0.32
H -8.486235 0.277138 -2.460972 -0.23 0.03 -0.32
H -9.829699 -0.926000 -2.597192 0.29 -0.05 -0.17
H -8.643933 -2.286025 -0.821456 0.32 -0.30 -0.17
H -7.465977 -0.960675 -0.659147 0.66 -0.52 -0.26
H -6.696770 -0.457506 -3.456088 0.37 0.25 0.15
H -5.729843 -1.793304 -3.996735 -0.20 -0.41 0.17
H -5.148741 -0.233970 -1.359958 -0.31 0.46 -0.36
H -4.007001 -0.554538 -2.670682 -0.37 0.06 -0.32
H -3.745059 -1.932074 -0.513021 0.28 0.27 -0.33
H -3.877783 -2.829682 -2.039857 0.43 -0.07 0.06
H -5.969203 -2.585513 0.113521 -0.28 0.12 -0.01
H -5.084235 -3.994102 -0.295381 0.18 -0.11 -0.27
H -7.301291 -4.157669 -1.344030 -0.35 0.36 -0.29
H -6.123150 -3.987338 -2.661054 0.27 -0.26 0.26
H -7.358176 -3.283978 -4.334191 -0.45 -0.26 0.16
H -8.422492 -1.843580 -4.189545 -0.16 -0.30 -0.24
H -8.884576 -3.281215 -3.229221 0.06 -0.40 -0.65
C -2.114912 -5.432051 -2.128025 1.08 1.35 0.55
C -1.043877 -4.851081 -3.084867 -0.35 -1.53 -1.49
C -1.155572 -3.400397 -3.422361 -0.68 1.29 -1.04
N -0.156909 -2.807695 -4.476234 1.69 -0.31 -0.60
C 1.282069 -2.941323 -3.904126 0.15 0.46 -0.78
C 2.360522 -2.192916 -4.699486 -0.71 1.73 -1.01
C 2.013759 -0.686027 -4.945139 1.42 -0.70 0.76
C 0.653878 -0.518322 -5.535102 -1.37 0.29 0.52
C -0.473872 -1.278608 -4.746161 0.87 -0.41 0.05
C -0.191557 -3.591968 -5.899932 -0.98 0.96 1.39
H -1.755279 -4.986420 -1.200558 -0.60 -0.44 0.74
H -2.043220 -6.518696 -2.081520 -0.09 0.19 -0.04
H -3.142187 -5.092233 -2.259632 0.09 -0.15 -0.44
H -1.089424 -5.471341 -3.980022 0.28 0.09 -0.27
H -0.073681 -5.024883 -2.619442 0.08 -0.09 -0.02
H -1.170752 -2.890796 -2.458945 0.85 0.80 -0.31
H -2.066691 -3.039610 -3.899639 -0.59 -0.81 0.12
H 1.255319 -2.573129 -2.878544 -0.20 -0.04 -0.01
H 1.586608 -3.987158 -3.943846 -0.54 -0.12 0.26
H 3.335049 -2.274908 -4.218143 -0.13 -0.27 0.12
H 2.433918 -2.559666 -5.723303 0.17 -0.73 0.14
H 2.205364 -0.085833 -4.055672 -0.85 -0.23 0.55
H 2.735772 -0.171214 -5.578997 0.19 -0.60 -0.64
H 0.478755 0.552958 -5.436142 -0.71 0.06 0.12
H 0.589304 -0.649809 -6.615218 0.19 -0.60 0.04
H -0.597747 -0.806048 -3.771772 0.17 -0.24 0.20
H -1.444464 -1.223278 -5.239107 0.12 -0.28 -0.21
H -1.243851 -3.726175 -6.150401 -0.03 -0.11 0.24
H 0.300847 -4.563186 -5.851107 0.09 0.30 0.28
H 0.202221 -2.948060 -6.686332 0.36 -0.02 0.43
C -3.514713 8.235290 0.147581 -0.47 -0.27 0.72
C -2.810671 7.318433 -0.779163 0.57 -0.88 -1.11
C -3.720514 6.631937 -1.793505 -0.83 -0.19 -0.07
N -3.142955 5.452170 -2.569405 1.71 -1.06 -1.83
C -4.052968 5.169927 -3.780695 0.14 -0.81 -0.36
C -3.628604 3.920992 -4.651627 -0.61 0.99 1.06
C -3.671641 2.700661 -3.768506 0.95 0.24 0.26
C -2.654864 2.895688 -2.589929 -1.46 -0.02 -0.35
C -3.071767 4.111461 -1.711100 0.78 1.55 -1.61
C -1.737960 5.833801 -3.116277 -0.88 0.59 0.92
H -4.261491 7.603811 0.628878 -0.68 0.70 0.20
H -3.898869 9.111323 -0.375006 -0.31 -0.09 0.36
H -2.818106 8.527132 0.933499 -0.08 0.33 -0.12
H -2.377619 6.509106 -0.191330 0.66 0.09 0.08
H -2.070847 7.939069 -1.284719 0.41 -0.56 -0.15
H -4.180835 7.351476 -2.470601 0.55 0.00 -0.55
H -4.621895 6.190762 -1.368083 0.00 -0.03 0.68
H -4.990813 5.000888 -3.251558 -0.44 -0.01 -0.68
H -4.095636 6.037785 -4.438801 -0.04 0.26 0.48
H -4.336502 3.664643 -5.439841 -0.27 1.01 -0.12
H -2.680650 4.114288 -5.153734 0.11 -0.14 0.16
H -4.716781 2.619315 -3.469892 0.02 -0.28 0.50
H -3.473105 1.876929 -4.454177 0.35 -0.49 0.59
H -2.587621 2.025636 -1.936801 -0.08 -0.08 0.08
H -1.674758 2.989830 -3.057501 0.13 0.34 0.35
H -4.071008 4.062037 -1.278455 0.03 -0.41 -0.01
H -2.326734 4.353112 -0.953066 -0.09 -0.24 0.14
H -1.141343 6.026686 -2.224686 0.18 0.06 -0.31
H -1.911127 6.754668 -3.673164 0.19 0.07 0.13
H -1.224737 5.143358 -3.785588 -0.64 -0.39 0.31
C 6.273051 -1.779725 1.887014 0.10 -0.70 0.19
C 5.187697 -2.862586 2.077107 0.01 0.28 1.08
C 4.401265 -2.997793 0.791037 -0.62 -0.82 -0.05
N 3.239315 -4.030039 0.785361 -0.10 -1.02 0.82
C 2.634342 -4.303156 -0.634754 1.03 -0.51 0.72
C 3.565710 -5.155629 -1.498392 -0.21 0.78 -0.34
C 4.062123 -6.463018 -0.905910 0.96 0.17 0.40
C 4.588809 -6.275354 0.553131 -0.49 0.39 -1.20
C 3.608213 -5.431491 1.348719 -0.32 -0.75 0.21
C 2.120192 -3.531709 1.692256 0.30 0.27 -1.29
H 6.952771 -1.675344 2.732692 -0.02 -0.62 0.09
H 5.942345 -0.747272 1.773999 -0.49 -0.19 -0.64
H 6.834680 -2.182061 1.043924 0.44 0.81 -0.15
H 4.554104 -2.629798 2.932950 -0.34 0.24 -0.06
H 5.673493 -3.784673 2.396241 0.14 -0.13 -0.40
H 5.077334 -3.295815 -0.010335 -0.15 0.15 -0.13
H 3.919878 -2.038127 0.602824 0.02 -0.03 -0.48
H 2.427646 -3.344144 -1.109802 -0.14 0.00 0.28
H 1.738886 -4.903057 -0.472311 -0.22 0.40 0.30
H 4.350698 -4.486220 -1.850212 0.50 -0.26 0.12
H 3.002125 -5.374313 -2.405389 -0.17 -0.03 -0.11
H 4.854749 -6.838787 -1.552931 0.19 0.08 0.11
H 3.320452 -7.257867 -0.984818 -0.35 0.19 0.42
H 5.571557 -5.807646 0.612683 0.15 -0.01 -0.36
H 4.704632 -7.261281 1.003270 -0.16 0.14 0.30
H 3.919544 -5.426460 2.393294 0.12 0.90 -0.02
H 2.650289 -5.949976 1.389255 -0.20 0.03 -0.21
H 1.210518 -4.059233 1.405371 0.12 -0.16 0.29
H 1.976796 -2.490949 1.401793 -0.08 0.09 0.40
H 2.358111 -3.668137 2.747188 0.13 0.04 -0.24
C -3.528862 -2.301018 2.594442 0.58 0.80 0.56
C -3.545262 -3.339734 3.736757 0.21 1.01 0.12
C -2.718439 -2.817639 4.969694 -1.65 -0.64 -0.37
N -3.039748 -3.561630 6.299635 0.58 -0.73 -0.79
C -1.938107 -3.106441 7.297311 -2.19 0.40 0.70
C -2.392719 -3.448068 8.733544 0.23 -0.01 0.52
C -3.797187 -3.033609 9.153887 -0.35 -0.35 -0.05
C -4.794821 -3.599581 8.194333 -0.62 1.03 -1.38
C -4.479948 -3.246671 6.737366 -0.20 0.43 0.20
C -2.937202 -5.127602 6.232010 0.42 1.25 -0.47
H -2.546366 -1.865639 2.412083 0.43 -0.74 -0.77
H -3.997695 -1.361899 2.888281 -0.71 -0.10 0.61
H -4.093518 -2.596256 1.710084 0.54 -0.33 -0.08
H -3.177315 -4.326652 3.456184 0.00 0.16 -0.29
H -4.622296 -3.406303 3.890576 0.13 -0.45 0.89
H -2.932615 -1.760898 5.129494 -0.65 0.00 0.39
H -1.653980 -2.731970 4.751320 0.19 -1.10 0.21
H -1.869826 -2.034328 7.112845 0.19 0.07 0.22
H -1.009949 -3.622196 7.051109 -0.15 0.12 -0.16
H -1.773467 -2.932517 9.467592 0.77 -0.53 -0.25
H -2.298110 -4.532581 8.788060 0.24 0.01 0.60
H -3.837012 -1.965102 9.365518 -0.25 0.24 -0.64
H -4.213158 -3.452419 10.070221 1.23 -0.21 0.60
H -5.736527 -3.075488 8.357476 -0.34 -0.42 0.09
H -4.950083 -4.665564 8.360647 0.01 0.04 -0.07
H -4.697650 -2.188175 6.594929 0.72 0.34 0.14
H -5.205630 -3.681503 6.050043 0.50 -0.69 -0.11
H -3.396657 -5.514537 5.322453 -0.08 0.24 0.16
H -3.425581 -5.554199 7.108141 0.17 0.18 -0.16
H -1.864626 -5.321671 6.228144 -0.21 -0.37 0.01
C 7.224559 4.933699 -4.926480 -0.84 0.02 -0.64
C 7.226592 4.453896 -3.493593 1.37 0.77 0.84
C 5.990588 4.769479 -2.627924 -0.66 -1.51 0.60
N 5.988085 4.146524 -1.171743 0.89 0.87 0.15
C 5.740412 2.569470 -1.226726 1.03 0.43 -0.08
C 5.662512 1.854508 0.136147 -0.73 0.95 -0.17
C 4.572658 2.531870 0.950666 0.50 2.49 1.02
C 4.811970 4.111678 1.070363 -1.12 -0.41 -0.13
C 4.881312 4.814158 -0.280713 1.18 -2.05 -1.12
C 7.355769 4.582168 -0.587494 -0.54 -2.11 0.38
H 8.096417 4.585851 -5.480534 0.20 0.01 0.36
H 7.216960 6.020154 -5.014064 -0.25 -0.07 -0.03
H 6.379843 4.487293 -5.451135 -0.25 0.33 -0.22
H 8.062242 4.991847 -3.045916 0.08 0.01 0.22
H 7.607191 3.433233 -3.532293 -0.73 -0.44 0.52
H 5.080448 4.334023 -3.040395 -0.11 0.25 -0.33
H 5.836598 5.832133 -2.440439 0.20 0.00 -0.30
H 4.840324 2.311012 -1.784520 -0.56 0.97 0.18
H 6.484036 2.151207 -1.905094 0.60 0.30 0.37
H 5.319807 0.827563 0.009516 0.36 -0.14 -0.48
H 6.585976 1.842326 0.715081 0.17 0.07 -0.30
H 3.557040 2.422686 0.570262 0.24 -0.38 -0.18
H 4.616208 2.170674 1.978157 -0.23 -0.21 -0.01
H 3.924120 4.591307 1.482383 -0.45 -0.34 0.21
H 5.530811 4.430537 1.825146 0.66 -0.30 -0.48
H 4.030766 4.529188 -0.899947 -0.60 0.64 0.39
H 5.060532 5.886763 -0.206570 0.01 -0.13 -0.25
H 7.556943 5.653079 -0.615325 -0.39 -0.09 -0.65
H 8.058968 3.955443 -1.135964 0.38 0.55 0.25
H 7.388010 4.303247 0.465720 -0.04 -0.14 -0.10
C 5.901597 -2.020606 -2.960477 -0.57 0.50 -0.25
C 6.036292 -0.964143 -4.074251 -0.06 -0.19 -0.30
C 6.696138 -1.642177 -5.277517 0.53 -0.02 -1.92
N 7.066216 -0.830509 -6.549218 -0.53 0.30 0.39
C 7.790226 -1.642965 -7.613175 1.80 -0.86 0.61
C 9.296431 -2.085071 -7.259970 -1.81 0.72 1.33
C 10.045312 -0.915693 -6.645954 1.89 -0.55 -2.42
C 9.356302 -0.063626 -5.708822 -2.73 2.12 2.25
C 7.935675 0.382446 -6.171064 -0.06 -0.92 -2.31
C 5.761334 -0.370665 -7.255501 1.28 0.21 1.51
H 6.854939 -2.324051 -2.527865 0.05 0.03 -0.23
H 5.371041 -2.892959 -3.342056 0.13 -0.19 0.07
H 5.295505 -1.582412 -2.167539 -0.06 -0.08 0.17
H 6.427151 -0.053430 -3.620438 0.84 -0.08 -0.45
H 5.070959 -0.641213 -4.464075 -0.44 -0.12 0.40
H 5.939084 -2.278566 -5.735742 0.04 -0.59 0.54
H 7.586525 -2.241871 -5.088597 -0.12 0.11 0.43
H 7.139379 -2.491543 -7.823919 0.16 -0.03 -0.16
H 7.865374 -0.987539 -8.480853 -0.24 -0.05 -0.01
H 9.326265 -2.821759 -6.457158 -0.39 -0.76 -0.56
H 9.794087 -2.413392 -8.172460 -0.23 -0.27 0.20
H 10.975769 -1.235037 -6.176538 -0.02 -0.34 -0.07
H 10.398897 -0.338160 -7.500076 0.02 0.52 0.03
H 9.235928 -0.469327 -4.704321 0.14 -0.49 0.13
H 9.924211 0.847840 -5.522249 0.02 0.13 -0.17
H 7.265711 1.069220 -5.653778 0.58 -0.10 0.71
H 8.027012 0.788048 -7.178662 0.38 0.68 0.05
H 5.361279 0.314209 -6.507830 -0.48 0.27 -0.55
H 5.080574 -1.206685 -7.415955 0.31 -0.09 0.03
H 6.027599 0.102125 -8.200837 -0.13 0.10 0.24
N 0.892738 -1.227518 -0.755326 -3.38 0.10 0.70
S 1.406243 0.213498 -0.937209 4.55 5.72 -2.26
O 1.874119 0.968357 0.242284 -1.57 -1.78 -1.83
O 0.810371 0.992618 -2.049288 0.32 -1.51 2.60
F 2.819372 -0.178979 -1.616583 -0.23 -0.40 0.40
S -0.699135 -0.844964 -0.400693 -2.52 -1.92 0.65
O -1.631811 -0.529791 -1.485820 2.10 -0.19 1.58
O -0.856630 -0.173083 0.878314 0.33 -0.26 -1.63
F -1.114832 -2.344014 -0.049406 0.31 0.16 -0.13
```
Positions in Å, forces in eV/Å.